The following is a quantum chemistry calculation of a cluster of 3 separate species, C4H13NO4S in total in a non-equilibrium geometry, from the OMol25 dataset.

Geometry as ORCA input:
```
! RIJCOSX wB97M-V def2-TZVPD def2/J DEFGRID3
* xyz 0 1
O 0.80 -2.34 -0.32
C 0.99 -1.89 0.80
N 0.81 -0.57 1.09
C 0.10 0.21 0.13
C 0.99 0.66 -1.08
O 0.30 0.36 -2.30
C -0.66 1.37 0.82
S -2.07 1.91 -0.20
H 1.43 -2.45 1.63
H 0.74 -0.26 2.05
H -0.69 -0.39 -0.34
H 1.96 0.21 -1.14
H 0.99 1.75 -1.06
H 0.11 -0.58 -2.29
H -0.97 1.01 1.81
H 0.03 2.16 1.13
H -1.55 1.42 -1.35
O -2.89 -1.64 0.89
H -2.92 -1.38 -0.05
H -2.71 -2.56 0.83
O 3.71 0.04 0.55
H 3.88 0.72 -0.10
H 3.73 -0.79 0.09
*
```

DFT total energy	-24873.752	eV
energy relative to the best compared isomer or geometry (same formula, charge and spin)	170.89	kJ/mol
SMILES	O=CN[C@H](CO)CS.O.O
HOMO	-9.206	eV
E_LUMO	0.60	eV

Atomic partial charges in e from the natural (NBO) method, atoms 1 to 4:
1 O -0.6369
2 C 0.5317
3 N -0.5925
4 C -0.0945